1.
Formula: C4H5NO
Source: the Open Molecules 2025 dataset
Level of theory: ωB97M-V/def2-TZVPD

ORCA input file:
```
! wB97M-V def2-TZVPD RIJCOSX def2/J DEFGRID3
* xyz 0 1
C 1.0688 -0.6243 -0.8672
C 0.2486 0.1415 0.1028
C -0.9470 0.4964 -0.4674
O -1.8806 0.6551 0.4694
N -1.2813 0.5346 1.7009
C -0.0106 0.2920 1.4839
H 2.1066 -0.2960 -1.1269
H 1.1289 -1.6924 -0.7552
H -0.0027 -0.7708 -1.5038
H -1.0710 1.0877 -1.3755
H 0.6403 0.1763 2.3392
*
```

Values from the calculation:
ΔE to the lowest compared entry with this formula, charge and spin: 378.8 kJ/mol
frontier orbital gap: 0.3781 hartree
max |F|: 4.05 eV Å⁻¹
structure (SMILES): Cc1cnoc1

***

2.
Formula: C4H5NO
Source: the Open Molecules 2025 dataset
Level of theory: ωB97M-V/def2-TZVPD

ORCA input file:
```
! wB97M-V def2-TZVPD RIJCOSX def2/J DEFGRID3
* xyz 0 1
O 2.1696 0.3793 0.3876
C 0.8758 0.1280 0.0188
C 0.2300 -1.0800 -0.0461
C -1.1660 -0.8219 -0.0390
C -1.3378 0.5318 -0.0096
N -0.0965 1.1258 0.0224
H 2.8330 0.1092 -0.2570
H 0.7005 -2.0528 -0.0312
H -1.9501 -1.5604 0.0237
H -2.2513 1.1109 -0.0203
H -0.0073 2.1300 -0.0493
*
```

Values from the calculation:
ΔE to the lowest compared entry with this formula, charge and spin: 53.9 kJ/mol
frontier orbital gap: 0.3226 hartree
max |F|: 0.68 eV Å⁻¹
structure (SMILES): Oc1ccc[nH]1

***

3.
Formula: C4H5NO
Source: the Open Molecules 2025 dataset
Level of theory: ωB97M-V/def2-TZVPD

ORCA input file:
```
! wB97M-V def2-TZVPD RIJCOSX def2/J DEFGRID3
* xyz 0 1
C -0.2224 1.0268 -0.9365
C 0.7939 0.2000 -0.4582
O 0.2636 0.2524 1.4466
C 0.3871 -0.8110 0.5547
C -0.8586 -1.5536 0.2508
N -1.8362 -2.1201 0.0051
H -0.2946 1.0590 0.4100
H 0.0274 1.9712 -1.4071
H -1.1740 0.5725 -1.2145
H 1.8421 0.4851 -0.4531
H 1.1702 -1.5212 0.8411
*
```

Values from the calculation:
ΔE to the lowest compared entry with this formula, charge and spin: 413.5 kJ/mol
frontier orbital gap: 0.3397 hartree
max |F|: 1.11 eV Å⁻¹

***

4.
Formula: C4H5NO
Source: the Open Molecules 2025 dataset
Level of theory: ωB97M-V/def2-TZVPD

ORCA input file:
```
! wB97M-V def2-TZVPD RIJCOSX def2/J DEFGRID3
* xyz 0 1
N -2.2109 -0.7541 -0.1626
C -1.0343 -0.2884 -0.0940
C 0.1694 -0.8676 -0.7265
C 1.2489 -0.2068 -0.3180
C 0.8201 0.8635 0.6460
O -0.6316 0.8721 0.5314
H -2.9324 -0.1072 0.1553
H 0.1155 -1.6141 -1.5067
H 2.2561 -0.3490 -0.6997
H 1.3430 1.8255 0.4570
H 0.7739 0.6268 1.7064
*
```

Values from the calculation:
ΔE to the lowest compared entry with this formula, charge and spin: 113.6 kJ/mol
frontier orbital gap: 0.3797 hartree
max |F|: 1.72 eV Å⁻¹
structure (SMILES): [H]/N=C1/C=CCO1

***

5.
Formula: C4H5NO
Source: the Open Molecules 2025 dataset
Level of theory: ωB97M-V/def2-TZVPD

ORCA input file:
```
! wB97M-V def2-TZVPD RIJCOSX def2/J DEFGRID3
* xyz 0 1
C 1.3490 -0.3239 1.0460
C 0.1395 -0.1316 0.1797
C -1.1093 1.0982 -1.2486
N -0.0660 1.0350 -0.4703
C -0.7360 -1.1209 -0.1495
O -1.2789 -2.1550 -0.1836
H 2.2071 0.1188 0.5426
H 1.2157 0.1857 2.0008
H 1.5373 -1.3792 1.2363
H -2.1109 0.7510 -1.0038
H -1.1476 1.9218 -1.9495
*
```

Values from the calculation:
ΔE to the lowest compared entry with this formula, charge and spin: 263.2 kJ/mol
frontier orbital gap (alpha / beta): 0.3012 / 0.3011 hartree
max |F|: 3.28 eV Å⁻¹
structure (SMILES): C=NC(C)=C=O

***

6.
Formula: C4H5NO
Source: the Open Molecules 2025 dataset
Level of theory: ωB97M-V/def2-TZVPD

ORCA input file:
```
! wB97M-V def2-TZVPD RIJCOSX def2/J DEFGRID3
* xyz 0 1
O -1.4962 1.3061 0.6713
C -0.5014 0.4622 0.2659
C 0.4165 0.9618 -0.7049
N 1.2295 0.1232 -1.2579
C 0.7807 -1.6306 0.2931
C -0.2838 -0.8192 0.6848
H -2.0156 0.8657 1.3531
H 0.4037 2.0403 -0.9002
H 1.9644 0.6231 -1.7723
H 0.3800 -2.6009 -0.0803
H -0.8777 -1.3316 1.4474
*
```

Values from the calculation:
ΔE to the lowest compared entry with this formula, charge and spin: 441.4 kJ/mol
frontier orbital gap (alpha / beta): 0.2800 / 0.2801 hartree
max |F|: 0.74 eV Å⁻¹

***

DFT total energy per entry: -7762.60064; -7765.96758; -7762.24080; -7765.34896; -7763.79854; -7761.95168 eV